[1]
The following is a DFT calculation (ωB97M-V with the def2-TZVPD basis set) of a single C3H7NO molecule.

Output
Structure (SMILES)   CNC(C)=O
Molecular weight   73.1 g mol⁻¹
Energy relative to the best compared isomer or geometry (same formula, charge and spin)   6.96 kcal/mol
E_tot   -6762.4486 eV
LUMO   0.032 Eh
Highest occupied orbital energy   -9.71 eV

Last column: natural (NBO) charge in e.
CARTESIAN COORDINATES (ANGSTROEM)
C  -1.86  -0.29  -0.31  -0.4188
N  -0.56  0.16  0.13  -0.6138
C  0.64  -0.12  -0.45  0.6756
O  0.78  -0.65  -1.55  -0.6207
C  1.81  0.32  0.43  -0.7051
H  -1.76  -0.97  -1.15  0.2328
H  -2.51  0.55  -0.60  0.1956
H  -2.35  -0.82  0.52  0.1946
H  -0.51  0.51  1.07  0.3835
H  2.25  1.23  0.01  0.2373
H  2.58  -0.45  0.46  0.2392
H  1.48  0.54  1.45  0.1998



[2]
The following is a DFT calculation (ωB97M-V with the def2-TZVPD basis set) of a single C3H7NO molecule in a non-equilibrium geometry.

Output
Structure (SMILES)   C=NOCC
Molecular weight   73.1 g mol⁻¹
Energy relative to the best compared isomer or geometry (same formula, charge and spin)   125.00 kcal/mol
E_tot   -6757.3301 eV
LUMO   0.036 Eh
Highest occupied orbital energy   -9.61 eV

Last column: natural (NBO) charge in e.
CARTESIAN COORDINATES (ANGSTROEM)
C  1.81  0.44  -0.23  -0.6335
C  0.82  -0.34  0.38  -0.1375
C  -1.38  0.88  0.11  -0.1978
H  2.33  -0.15  -1.01  0.2240
H  1.56  1.53  -0.72  0.1993
H  2.63  0.74  0.51  0.2348
H  0.35  0.03  1.24  0.1745
H  1.35  -1.18  0.58  0.2064
H  -2.27  1.47  -0.26  0.2051
H  -0.35  1.42  0.53  0.1951
N  -1.56  -0.34  -0.16  -0.0747
O  -0.27  -0.92  -0.17  -0.3956



[3]
The following is a DFT calculation (ωB97M-V with the def2-TZVPD basis set) of a 2-piece molecular cluster, C3H7NO overall in a non-equilibrium geometry.

Output
Molecular weight   73.1 g mol⁻¹
Energy relative to the best compared isomer or geometry (same formula, charge and spin)   119.95 kcal/mol
E_tot   -6757.5488 eV
LUMO (alpha / beta)   0.031 / 0.001 Eh
Highest occupied orbital energy (alpha / beta)   -8.68 / -6.84 eV

Last column: natural (NBO) charge in e.
CARTESIAN COORDINATES (ANGSTROEM)
C  2.47  0.55  0.29  -0.2090
C  -1.53  -0.80  0.01  -0.7155
C  -0.56  -0.01  -0.77  0.2368
N  1.96  -0.48  -0.09  -0.3164
O  -0.37  1.25  -0.44  -0.6656
H  3.64  0.70  0.35  0.1845
H  1.92  1.53  0.53  0.1603
H  -2.27  -1.07  -0.70  0.2240
H  -2.16  -0.37  0.83  0.2160
H  -1.07  -1.66  0.43  0.2376
H  -0.55  -0.17  -1.80  0.1618
H  -0.43  1.46  0.51  0.4856



[4]
The following is a DFT calculation (ωB97M-V with the def2-TZVPD basis set) of C3H7NO as an isolated structure.

Output
Molecular weight   73.1 g mol⁻¹
Energy relative to the best compared isomer or geometry (same formula, charge and spin)   93.26 kcal/mol
E_tot   -6758.7062 eV
LUMO   0.032 Eh
Highest occupied orbital energy   -9.50 eV

Last column: natural (NBO) charge in e.
CARTESIAN COORDINATES (ANGSTROEM)
C  1.76  -0.41  0.94  -0.4167
N  0.42  -0.12  0.46  -0.7016
C  -0.15  -0.68  -0.57  0.8655
O  -0.18  -1.49  -1.42  -0.5195
C  -1.66  0.69  -0.62  -0.9879
H  2.42  -0.77  0.15  0.2021
H  1.75  -1.12  1.77  0.2024
H  2.14  0.55  1.31  0.2087
H  -0.61  0.63  0.18  0.4290
H  -2.56  0.24  -0.20  0.2280
H  -1.72  0.74  -1.71  0.2443
H  -1.62  1.74  -0.28  0.2455



[5]
The following is a DFT calculation (ωB97M-V with the def2-TZVPD basis set) of a single C3H7NO2 molecule.

Output
Structure (SMILES)   COC(=O)CN
Molecular weight   89.1 g mol⁻¹
Energy relative to the best compared isomer or geometry (same formula, charge and spin)   23.10 kcal/mol
E_tot   -8809.5272 eV
LUMO   0.033 Eh
Highest occupied orbital energy   -9.57 eV

Last column: natural (NBO) charge in e.
CARTESIAN COORDINATES (ANGSTROEM)
C  2.21  0.10  -0.17  -0.2657
O  0.90  -0.48  -0.06  -0.5088
C  -0.04  0.38  0.40  0.7655
O  0.19  1.54  0.62  -0.5969
C  -1.41  -0.26  0.58  -0.3157
N  -2.19  -0.39  -0.65  -0.8100
H  2.82  -0.64  -0.68  0.1949
H  2.60  0.31  0.82  0.1912
H  2.17  1.03  -0.74  0.2005
H  -1.95  0.39  1.27  0.2124
H  -1.31  -1.26  1.02  0.2119
H  -2.15  0.45  -1.21  0.3608
H  -1.85  -1.16  -1.21  0.3599



[6]
The following is a DFT calculation (ωB97M-V with the def2-TZVPD basis set) of C3H7NO2 as an isolated structure in a non-equilibrium geometry.

Output
Molecular weight   89.1 g mol⁻¹
Energy relative to the best compared isomer or geometry (same formula, charge and spin)   115.92 kcal/mol
E_tot   -8805.5021 eV
LUMO   -0.004 Eh
Highest occupied orbital energy   -8.54 eV

Last column: natural (NBO) charge in e.
CARTESIAN COORDINATES (ANGSTROEM)
C  -1.11  0.64  -0.78  -0.1818
C  1.27  -0.38  0.10  -0.3133
C  -0.15  -0.48  -1.01  0.5895
N  1.01  0.01  1.40  -0.7107
O  -1.65  -0.33  0.14  -0.6511
O  -0.03  -1.26  -1.90  -0.5747
H  -1.15  -0.28  1.21  0.4299
H  0.93  1.03  1.47  0.3558
H  -0.10  -0.26  1.76  0.2520
H  -1.80  0.82  -1.61  0.2097
H  -0.68  1.53  -0.32  0.1797
H  1.84  0.35  -0.48  0.2092
H  1.64  -1.40  0.03  0.2059



[7]
The following is a DFT calculation (ωB97M-V with the def2-TZVPD basis set) of a single C3H7NO2 molecule in a non-equilibrium geometry.

Output
Structure (SMILES)   C[C@H](N)C(=O)O
Molecular weight   89.1 g mol⁻¹
Energy relative to the best compared isomer or geometry (same formula, charge and spin)   18.71 kcal/mol
E_tot   -8809.7175 eV
LUMO   0.025 Eh
Highest occupied orbital energy   -9.95 eV

Last column: natural (NBO) charge in e.
CARTESIAN COORDINATES (ANGSTROEM)
C  -0.03  0.07  -0.46  -0.1829
C  1.44  -0.12  -0.14  0.7741
C  -0.56  1.15  0.44  -0.6266
H  -1.75  -0.93  0.00  0.3820
H  -0.72  -1.69  -1.05  0.3723
H  -0.17  0.37  -1.54  0.2026
H  -1.66  1.39  0.38  0.2127
H  -0.01  2.06  0.14  0.2440
H  -0.38  0.98  1.59  0.2205
H  0.71  -1.64  0.66  0.5124
N  -0.76  -1.14  -0.22  -0.8527
O  2.25  0.74  -0.33  -0.5821
O  1.63  -1.23  0.52  -0.6763



[8]
The following is a DFT calculation (ωB97M-V with the def2-TZVPD basis set) of a single C3H7NO2 molecule in a non-equilibrium geometry.

Output
Structure (SMILES)   C/C(CO)=N/O
Molecular weight   89.1 g mol⁻¹
Energy relative to the best compared isomer or geometry (same formula, charge and spin)   76.93 kcal/mol
E_tot   -8807.1930 eV
LUMO   0.032 Eh
Highest occupied orbital energy   -9.72 eV

Last column: natural (NBO) charge in e.
CARTESIAN COORDINATES (ANGSTROEM)
C  -0.88  1.47  0.25  -0.6357
C  -0.26  0.20  -0.07  0.2042
N  -1.16  -0.64  -0.38  -0.1549
O  -0.55  -1.89  -0.29  -0.6250
C  1.20  -0.07  0.12  -0.1239
O  1.75  -0.80  -0.94  -0.7066
H  -1.97  1.56  0.13  0.2434
H  -0.66  1.57  1.37  0.2170
H  -0.36  2.28  -0.25  0.2155
H  -1.42  -2.35  -0.20  0.4932
H  1.34  -0.59  1.09  0.1873
H  1.76  0.86  0.18  0.1968
H  1.21  -1.60  -1.01  0.4886



[9]
The following is a DFT calculation (ωB97M-V with the def2-TZVPD basis set) of a single C3H7NO2 molecule.

Output
Structure (SMILES)   CO/C(N)=C/O
Molecular weight   89.1 g mol⁻¹
Energy relative to the best compared isomer or geometry (same formula, charge and spin)   48.24 kcal/mol
E_tot   -8808.4368 eV
LUMO   0.033 Eh
Highest occupied orbital energy   -7.90 eV

Last column: natural (NBO) charge in e.
CARTESIAN COORDINATES (ANGSTROEM)
C  1.43  -1.36  -0.29  -0.2554
C  -0.24  0.47  0.99  0.0066
O  -0.88  1.52  1.59  -0.6880
C  -0.26  0.27  -0.33  0.3305
O  0.44  -0.68  -1.02  -0.5075
N  -1.04  1.13  -1.14  -0.8649
H  0.98  -2.09  0.41  0.1725
H  2.04  -0.65  0.28  0.1797
H  2.05  -1.89  -1.01  0.1963
H  0.26  -0.18  1.70  0.1867
H  -1.13  2.11  0.86  0.4873
H  -1.98  0.77  -1.28  0.3764
H  -0.61  1.24  -2.05  0.3798



[10]
The following is a DFT calculation (ωB97M-V with the def2-TZVPD basis set) of a single C3H7NO2 molecule in a non-equilibrium geometry.

Output
Structure (SMILES)   COC/C=N/O
Molecular weight   89.1 g mol⁻¹
Energy relative to the best compared isomer or geometry (same formula, charge and spin)   102.18 kcal/mol
E_tot   -8806.0979 eV
LUMO   0.031 Eh
Highest occupied orbital energy   -9.79 eV

Last column: natural (NBO) charge in e.
CARTESIAN COORDINATES (ANGSTROEM)
C  0.45  -1.84  -0.70  -0.2585
C  -1.10  -0.50  0.43  -0.0982
C  -0.50  0.80  -0.12  -0.0162
H  0.50  -2.64  -1.41  0.1914
H  0.89  -2.14  0.21  0.1702
H  1.10  -1.03  -1.17  0.1706
H  -0.61  -0.77  1.33  0.1830
H  -2.13  -0.31  0.64  0.1851
H  -1.19  1.58  -0.54  0.2118
H  1.90  2.30  1.05  0.4726
N  0.55  0.98  0.66  -0.1135
O  -0.92  -1.47  -0.57  -0.5278
O  1.24  2.14  0.28  -0.5705



[11]
The following is a DFT calculation (ωB97M-V with the def2-TZVPD basis set) of C3H7NO2 as an isolated structure in a non-equilibrium geometry.

Output
Molecular weight   89.1 g mol⁻¹
Energy relative to the best compared isomer or geometry (same formula, charge and spin)   112.36 kcal/mol
E_tot   -8805.6564 eV
LUMO   0.023 Eh
Highest occupied orbital energy   -9.20 eV

Last column: natural (NBO) charge in e.
CARTESIAN COORDINATES (ANGSTROEM)
C  -0.06  -0.49  0.17  -0.1941
C  1.33  -0.31  1.34  -0.0185
C  -1.16  0.33  -1.25  0.3933
O  0.18  0.65  -0.61  -0.5752
O  2.26  0.31  0.59  -0.7203
N  -2.27  0.60  -0.74  -0.6449
H  1.74  0.77  -0.17  0.4905
H  -3.00  0.78  -1.42  0.3749
H  0.25  -1.43  -0.28  0.1947
H  -0.89  -0.50  0.87  0.2187
H  -0.91  0.29  -2.31  0.1726
H  1.63  -1.31  1.68  0.1629
H  0.91  0.32  2.13  0.1454



[12]
The following is a DFT calculation (ωB97M-V with the def2-TZVPD basis set) of a single C3H7NO2 molecule in a non-equilibrium geometry.

Output
Molecular weight   89.1 g mol⁻¹
Energy relative to the best compared isomer or geometry (same formula, charge and spin)   121.17 kcal/mol
E_tot   -8805.2746 eV
LUMO   -0.027 Eh
Highest occupied orbital energy   -8.07 eV

Last column: natural (NBO) charge in e.
CARTESIAN COORDINATES (ANGSTROEM)
O  0.27  -1.88  -0.51  -0.8406
C  0.61  -0.69  -0.92  -0.0079
C  -0.67  0.23  -0.97  -0.1386
O  -0.75  1.26  0.10  -0.3913
C  -0.36  0.97  1.27  0.6189
N  0.13  -0.22  1.66  -0.8921
H  -0.20  -1.03  1.05  0.4466
H  1.39  -0.12  -0.21  0.0175
H  1.17  -0.57  -1.87  0.1598
H  -0.79  0.82  -1.88  0.2045
H  -1.54  -0.42  -0.82  0.2165
H  -0.33  1.83  1.94  0.1827
H  1.08  -0.17  1.15  0.4242



[13]
The following is a DFT calculation (ωB97M-V with the def2-TZVPD basis set) of a single C3H7NO2 molecule in a non-equilibrium geometry.

Output
Structure (SMILES)   [H]/N=C\OOCC
Molecular weight   89.1 g mol⁻¹
Energy relative to the best compared isomer or geometry (same formula, charge and spin)   113.52 kcal/mol
E_tot   -8805.6064 eV
LUMO   0.034 Eh
Highest occupied orbital energy   -10.24 eV

Last column: natural (NBO) charge in e.
CARTESIAN COORDINATES (ANGSTROEM)
C  0.54  0.33  0.59  -0.0723
C  1.45  1.38  -0.01  -0.6352
C  -1.68  -1.35  -0.07  0.3516
O  -0.33  -1.76  0.29  -0.2713
O  0.64  -0.83  -0.17  -0.2734
N  -2.09  -0.95  -1.18  -0.6298
H  -1.40  -0.41  -1.71  0.3565
H  -2.33  -1.96  0.55  0.1719
H  0.76  0.12  1.64  0.1769
H  -0.62  0.54  0.55  0.1606
H  1.45  2.27  0.61  0.2252
H  1.14  1.62  -1.03  0.2160
H  2.47  1.00  -0.06  0.2233



[14]
The following is a DFT calculation (ωB97M-V with the def2-TZVPD basis set) of a single C3H7NO2 molecule.

Output
Structure (SMILES)   [H]/N=C/OCCO
Molecular weight   89.1 g mol⁻¹
Energy relative to the best compared isomer or geometry (same formula, charge and spin)   36.20 kcal/mol
E_tot   -8808.9592 eV
LUMO   0.032 Eh
Highest occupied orbital energy   -9.94 eV

Last column: natural (NBO) charge in e.
CARTESIAN COORDINATES (ANGSTROEM)
O  -1.88  0.26  0.22  -0.7391
C  -1.14  -0.91  0.42  -0.0896
C  0.14  -1.02  -0.40  -0.1147
O  1.30  -0.38  0.19  -0.4922
C  1.41  0.94  0.07  0.4380
N  0.46  1.70  -0.30  -0.7692
H  -1.25  0.98  0.10  0.4962
H  -0.89  -1.08  1.48  0.1623
H  -1.78  -1.75  0.11  0.1818
H  0.45  -2.06  -0.47  0.2007
H  -0.01  -0.60  -1.40  0.2002
H  2.42  1.26  0.35  0.1592
H  0.76  2.67  -0.35  0.3666



[15]
The following is a DFT calculation (ωB97M-V with the def2-TZVPD basis set) of a single C3H7NO2 molecule in a non-equilibrium geometry.

Output
Structure (SMILES)   C=NO[C@@H](C)O
Molecular weight   89.1 g mol⁻¹
Energy relative to the best compared isomer or geometry (same formula, charge and spin)   77.75 kcal/mol
E_tot   -8807.1572 eV
LUMO   0.037 Eh
Highest occupied orbital energy   -10.09 eV

Last column: natural (NBO) charge in e.
CARTESIAN COORDINATES (ANGSTROEM)
C  0.83  -0.17  -0.29  0.3829
C  1.24  1.26  0.01  -0.6565
C  -2.53  -0.48  0.17  -0.1115
O  -0.25  -0.63  0.46  -0.4190
O  1.89  -1.09  0.22  -0.7404
N  -1.43  -0.12  -0.32  -0.1373
H  1.59  -2.00  0.11  0.4718
H  0.68  -0.34  -1.37  0.1557
H  1.33  1.38  1.09  0.2242
H  2.21  1.45  -0.45  0.2246
H  0.50  1.95  -0.38  0.2233
H  -3.42  -0.17  -0.36  0.1975
H  -2.64  -1.04  1.10  0.1847



[16]
The following is a DFT calculation (ωB97M-V with the def2-TZVPD basis set) of a single C3H7NO2 molecule in a non-equilibrium geometry.

Output
Structure (SMILES)   N[C@@H]1OC[C@@H]1O
Molecular weight   89.1 g mol⁻¹
Energy relative to the best compared isomer or geometry (same formula, charge and spin)   94.79 kcal/mol
E_tot   -8806.4184 eV
LUMO   0.026 Eh
Highest occupied orbital energy   -9.22 eV

Last column: natural (NBO) charge in e.
CARTESIAN COORDINATES (ANGSTROEM)
O  -1.64  0.16  0.31  -0.7052
C  -0.43  -0.44  0.77  -0.0935
C  0.30  -1.26  -0.27  -0.0998
O  1.27  -0.26  -0.58  -0.5274
C  0.85  0.60  0.46  0.2624
N  0.27  1.79  0.05  -0.8206
H  -0.71  1.51  -0.19  0.3882
H  -0.47  -0.68  1.83  0.1896
H  -1.80  -0.87  0.55  0.5066
H  0.76  -2.15  0.17  0.1775
H  -0.27  -1.53  -1.17  0.1918
H  1.60  0.70  1.26  0.1663
H  0.24  2.45  0.82  0.3641



[17]
The following is a DFT calculation (ωB97M-V with the def2-TZVPD basis set) of a 2-piece molecular cluster, C3H7NO2 overall in a non-equilibrium geometry.

Output
Structure (SMILES)   N=C=O.CCO
Molecular weight   89.1 g mol⁻¹
Energy relative to the best compared isomer or geometry (same formula, charge and spin)   65.57 kcal/mol
E_tot   -8807.6855 eV
LUMO   0.024 Eh
Highest occupied orbital energy   -10.19 eV

Last column: natural (NBO) charge in e.
CARTESIAN COORDINATES (ANGSTROEM)
C  0.67  -1.32  -0.33  -0.6398
C  0.51  -0.16  0.66  -0.1099
O  1.60  0.74  0.58  -0.7128
C  -1.49  0.60  -0.36  0.8531
O  -1.95  -0.45  -0.62  -0.4866
N  -1.18  1.78  -0.15  -0.8270
H  -0.02  -2.15  -0.16  0.2208
H  1.69  -1.70  -0.16  0.2247
H  0.60  -1.05  -1.39  0.2045
H  0.43  -0.58  1.66  0.1795
H  1.41  1.30  -0.19  0.4675
H  -0.30  0.60  0.77  0.2205
H  -1.97  2.39  -0.30  0.4054



[18]
The following is a DFT calculation (ωB97M-V with the def2-TZVPD basis set) of a single C3H7NO2 molecule in a non-equilibrium geometry.

Output
Structure (SMILES)   C[C@H]1O[C@@H]1ON
Molecular weight   89.1 g mol⁻¹
Energy relative to the best compared isomer or geometry (same formula, charge and spin)   113.29 kcal/mol
E_tot   -8805.6163 eV
LUMO   0.038 Eh
Highest occupied orbital energy   -9.55 eV

Last column: natural (NBO) charge in e.
CARTESIAN COORDINATES (ANGSTROEM)
C  0.70  0.10  0.71  0.0509
C  -0.40  -0.03  -0.26  0.3144
C  2.15  -0.20  0.39  -0.6401
N  -2.93  0.07  -0.47  -0.5008
O  0.25  1.17  -0.07  -0.4642
O  -1.82  -0.18  0.35  -0.4266
H  0.55  -0.04  1.72  0.1945
H  -0.51  -0.48  -1.28  0.1686
H  2.42  -1.14  0.82  0.2101
H  2.80  0.49  0.84  0.2187
H  2.55  -0.25  -0.62  0.2196
H  -2.93  -0.57  -1.34  0.3222
H  -2.85  1.07  -0.79  0.3327